DFT (the ωB97M-V functional and the def2-TZVPD basis) results for one molecule with the formula C19H15N5OS2 in a non-equilibrium geometry.

Each line ends with the Löwdin charge.
Geometry (Å):
O1 1.646 -0.980 -4.500  0.01
C1 0.479 -1.193 -4.276  -0.57
C2 -0.271 -2.422 -4.718  -0.33
S1 0.083 -3.690 -3.423  0.97
C3 -0.466 -2.809 -2.018  -0.71
N1 -1.682 -2.209 -1.939  0.08
C4 -1.663 -1.646 -0.755  -0.13
N2 -0.493 -1.895 -0.136  -0.06
C5 -0.012 -1.402 1.083  -0.20
C6 -0.889 -0.955 2.064  -0.02
C7 -0.380 -0.444 3.244  -0.08
C8 0.988 -0.377 3.446  -0.09
C9 1.856 -0.831 2.467  -0.07
C10 1.362 -1.345 1.283  -0.01
N3 0.276 -2.633 -0.950  0.13
N4 -0.267 -0.358 -3.477  0.10
C11 0.344 0.417 -2.523  -0.57
N5 -0.275 0.857 -1.484  0.11
C12 0.579 1.498 -0.628  -0.34
C13 0.051 2.025 0.624  -0.18
C14 0.889 2.457 1.650  -0.04
C15 0.355 2.938 2.830  -0.09
C16 -1.018 2.992 3.008  -0.10
C17 -1.858 2.562 1.994  -0.09
C18 -1.329 2.082 0.812  -0.04
C19 1.872 1.540 -1.069  -0.33
S2 2.053 0.747 -2.589  1.12
H1 0.143 -2.835 -5.634  0.09
H2 -1.347 -2.279 -4.789  0.08
H3 -2.454 -1.053 -0.349  0.13
H4 -1.955 -1.014 1.915  0.11
H5 -1.058 -0.096 4.008  0.11
H6 1.376 0.027 4.368  0.11
H7 2.923 -0.783 2.623  0.11
H8 2.018 -1.706 0.507  0.11
H9 -1.237 -0.585 -3.284  0.13
H10 1.960 2.410 1.527  0.11
H11 1.014 3.273 3.618  0.10
H12 -1.430 3.370 3.932  0.10
H13 -2.929 2.605 2.126  0.10
H14 -1.972 1.752 0.011  0.10
H15 2.721 1.986 -0.596  0.06

Atomic forces in eV per Å
O 0.19 -0.15 -0.24
C -0.47 0.10 -0.26
C 0.16 -0.31 0.49
S 0.04 -0.17 -0.29
C -0.16 0.16 0.31
N -0.51 -0.17 -0.02
C 0.18 -0.13 -0.06
N -0.87 -0.29 -0.59
C 0.44 0.24 0.75
C 0.09 -0.15 -0.18
C 0.04 -0.01 0.04
C 0.00 -0.05 0.08
C -0.06 -0.02 0.05
C -0.10 -0.04 -0.13
N 0.73 -0.28 -0.23
N -0.28 0.11 -0.36
C 0.97 0.13 -0.07
N -0.61 -0.03 -0.15
C 0.90 -0.02 -0.49
C -0.19 0.18 0.40
C -0.14 0.00 -0.16
C 0.03 0.11 0.06
C -0.03 0.04 0.08
C -0.07 0.05 0.07
C 0.10 0.04 -0.06
C -0.35 -0.05 -0.07
S -0.38 0.20 0.52
H -0.02 0.09 0.01
H 0.02 0.05 -0.07
H -0.11 0.22 0.21
H -0.13 -0.01 -0.02
H -0.06 0.04 0.05
H 0.04 0.05 0.09
H 0.11 0.00 0.01
H 0.06 0.01 -0.06
H 0.26 -0.08 0.00
H 0.13 -0.03 0.00
H 0.06 0.02 0.07
H -0.03 0.03 0.08
H -0.09 0.01 0.00
H -0.07 -0.03 -0.06
H 0.19 0.14 0.16

Properties
HOMO level ... -0.298 Eh
Total charge ... 0
Lowest unoccupied orbital energy ... 0.57 eV
HOMO-LUMO gap ... 8.666 eV
SMILES string ... O=C(CSc1ncn(-c2ccccc2)n1)Nc1nc(-c2ccccc2)cs1

=====

DFT (the ωB97M-V functional and the def2-TZVPD basis) results for C19H15NS4Se3TeW as an isolated structure.

Each line ends with the Löwdin charge.
Geometry (Å):
W1 0.829 1.378 0.342  0.29
S1 3.119 0.592 -0.566  0.45
C1 2.948 0.312 -2.296  -0.64
C2 4.057 -0.140 -3.009  -0.08
C3 3.973 -0.300 -4.382  -0.03
C4 2.796 -0.005 -5.067  -0.04
C5 1.690 0.447 -4.372  -0.07
C6 1.776 0.583 -2.988  -0.54
S2 0.347 1.116 -2.106  0.88
C7 -0.612 -0.416 -1.943  -0.32
C8 -1.665 -0.164 -0.912  -0.32
C9 -2.934 -0.684 -1.077  0.03
C10 -3.888 -0.477 -0.096  0.02
C11 -3.536 0.251 1.024  0.03
C12 -2.255 0.761 1.135  -0.33
C13 -1.885 1.553 2.352  -0.38
S3 -0.133 1.331 2.735  0.88
C14 -0.252 -0.395 3.152  -0.51
C15 -0.843 -0.759 4.353  -0.07
C16 -0.995 -2.108 4.641  -0.03
C17 -0.546 -3.070 3.743  -0.03
C18 0.079 -2.696 2.563  -0.07
C19 0.226 -1.344 2.261  -0.60
S4 1.249 -0.864 0.912  0.68
N1 -1.320 0.564 0.178  -0.10
H1 4.981 -0.357 -2.488  0.12
H2 4.838 -0.650 -4.928  0.13
H3 2.747 -0.123 -6.140  0.12
H4 0.772 0.691 -4.892  0.12
H5 -1.054 -0.653 -2.908  0.11
H6 0.062 -1.217 -1.635  0.09
H7 -3.162 -1.251 -1.969  0.14
H8 -4.887 -0.879 -0.202  0.14
H9 -4.247 0.431 1.819  0.14
H10 -2.059 2.621 2.227  0.05
H11 -2.447 1.210 3.219  0.11
H12 -1.173 -0.007 5.059  0.13
H13 -1.453 -2.408 5.573  0.13
H14 -0.662 -4.119 3.976  0.13
H15 0.472 -3.445 1.888  0.12
Se1 -0.702 3.433 0.113  0.19
Se2 0.757 5.186 -0.392  0.10
Te1 2.501 3.376 -0.634  0.66
Se3 2.490 2.695 1.736  0.17

Atomic forces in eV per Å
W 0.14 -0.16 0.17
S -0.04 -0.03 -0.07
C 0.00 0.01 0.03
C -0.01 -0.01 -0.02
C -0.02 0.01 0.02
C 0.01 0.00 -0.01
C 0.01 0.00 0.00
C 0.03 -0.02 0.02
S -0.02 0.05 -0.04
C -0.02 -0.01 0.02
C -0.01 0.00 0.01
C 0.00 0.01 0.01
C 0.01 0.00 0.00
C 0.02 0.00 -0.01
C -0.02 -0.01 0.01
C 0.03 -0.03 0.02
S -0.02 0.01 -0.08
C 0.00 0.03 0.03
C 0.00 -0.04 0.00
C 0.00 0.02 0.01
C 0.01 0.00 -0.02
C -0.01 -0.01 0.02
C -0.01 -0.02 0.03
S -0.01 0.09 -0.02
N 0.03 -0.01 -0.03
H 0.00 0.00 0.00
H 0.00 0.00 0.00
H 0.00 0.00 0.00
H 0.00 0.00 0.00
H 0.00 0.00 0.00
H 0.01 0.01 -0.01
H -0.01 0.00 0.00
H 0.00 0.00 -0.01
H 0.00 0.00 0.00
H -0.01 0.00 0.01
H -0.02 0.02 0.00
H 0.00 0.00 0.00
H 0.00 0.00 0.00
H 0.00 0.00 0.00
H 0.00 0.00 0.00
Se -0.01 0.09 0.01
Se -0.05 -0.01 0.00
Te 0.07 0.04 -0.03
Se -0.10 -0.02 -0.05

Properties
Relative energy (zero: lowest compared OMol25 entry of this formula, charge and spin) ... 0.000 eV
HOMO level ... -0.502 Eh
Total charge ... +2
Lowest unoccupied orbital energy ... -8.06 eV
HOMO-LUMO gap ... 5.605 eV

=====

DFT (the ωB97M-V functional and the def2-TZVPD basis) results for C19H16BrCsN4OSSe2Te2 as an isolated structure.

Each line ends with the Löwdin charge.
Geometry (Å):
Cs1 -0.729 0.097 -1.250  0.80
Br1 -3.598 -5.213 3.279  0.64
C1 -2.358 -4.238 2.218  -0.72
C2 -1.741 -4.861 1.128  -0.16
C3 -0.842 -4.174 0.359  -0.02
C4 -0.483 -2.802 0.608  -0.45
O1 0.316 -2.191 -0.147  -0.27
C5 -1.134 -2.194 1.756  -0.14
C6 -0.860 -0.861 2.263  -0.13
N1 -0.020 -0.011 1.801  0.06
C7 0.187 1.157 2.545  -0.21
C8 0.306 1.153 3.919  -0.04
C9 0.529 2.347 4.635  -0.10
C10 0.641 3.543 3.988  -0.07
C11 0.557 3.590 2.577  -0.16
C12 0.667 4.794 1.840  -0.03
C13 0.589 4.761 0.480  -0.04
C14 0.414 3.512 -0.160  -0.15
N2 0.304 2.389 0.494  0.05
C15 0.353 2.398 1.844  -0.16
C16 -2.054 -2.933 2.514  -0.12
H1 -1.985 -5.891 0.896  0.09
H2 -0.365 -4.646 -0.491  0.10
H3 -1.461 -0.593 3.144  0.12
H4 0.250 0.212 4.451  0.10
H5 0.611 2.297 5.715  0.09
H6 0.804 4.465 4.535  0.10
H7 0.807 5.725 2.379  0.11
H8 0.653 5.654 -0.126  0.10
H9 0.365 3.457 -1.244  0.07
H10 -2.525 -2.447 3.362  0.10
Se1 -3.224 2.717 -1.640  -0.57
Te1 -1.842 2.843 -3.736  -0.11
Te2 -2.458 0.405 -4.888  -0.08
Se2 -0.765 0.409 -6.768  -0.47
S1 2.821 1.405 -2.741  0.51
C17 2.199 -0.068 -3.230  -0.98
N3 2.653 -1.280 -2.776  0.01
C18 1.717 -2.344 -3.144  -0.16
C19 0.985 -1.706 -4.328  -0.19
N4 1.188 -0.285 -4.073  -0.03
H11 3.087 -1.259 -1.868  0.12
H12 1.056 -2.575 -2.306  0.08
H13 2.247 -3.249 -3.445  0.11
H14 -0.079 -1.939 -4.369  0.08
H15 1.420 -1.974 -5.293  0.11
H16 0.793 0.405 -4.711  -0.01

Atomic forces in eV per Å
Cs -0.21 0.50 -0.51
Br -0.09 -0.06 0.09
C 0.13 0.24 -0.03
C 0.05 -0.09 -0.11
C -0.07 -0.06 0.06
C -0.03 0.22 0.15
O 0.22 -0.49 0.22
C 0.08 -0.04 0.01
C 0.10 -0.07 -0.20
N 0.00 0.04 0.26
C 0.01 -0.11 0.00
C 0.00 0.09 -0.11
C 0.00 -0.04 0.04
C 0.01 0.03 0.06
C -0.02 -0.08 -0.05
C -0.01 -0.05 -0.04
C 0.01 -0.02 0.00
C -0.01 0.02 0.05
N -0.05 -0.09 -0.13
C 0.05 0.14 0.11
C -0.09 -0.08 0.04
H 0.02 0.00 -0.02
H -0.01 -0.03 0.00
H 0.00 -0.01 0.02
H 0.00 -0.01 -0.01
H 0.01 0.04 0.00
H 0.00 -0.01 0.01
H 0.00 0.02 -0.02
H 0.01 0.04 0.06
H -0.02 -0.03 0.00
H -0.02 -0.04 0.01
Se 0.05 0.02 -0.09
Te -0.08 -0.01 0.10
Te 0.16 0.02 -0.22
Se -0.17 -0.01 0.23
S 0.02 0.05 0.05
C 0.03 0.02 0.00
N 0.03 0.09 -0.08
C 0.06 -0.05 0.03
C -0.10 0.12 -0.11
N -0.03 -0.15 0.03
H -0.04 -0.07 0.03
H -0.04 0.00 -0.03
H 0.01 -0.01 0.05
H 0.00 0.02 0.02
H 0.04 -0.04 0.03
H 0.03 0.02 0.00

Properties
Relative energy (zero: lowest compared OMol25 entry of this formula, charge and spin) ... 0.241 eV
HOMO level ... -0.027 Eh
Total charge ... -2
Lowest unoccupied orbital energy ... 3.64 eV
HOMO-LUMO gap ... 4.371 eV

=====

DFT (the ωB97M-V functional and the def2-TZVPD basis) results for C19H16BrF3InO3 as an isolated structure in a non-equilibrium geometry.

Each line ends with the Löwdin charge.
Geometry (Å):
In1 3.184 0.993 -3.554  1.13
Br1 2.665 -3.440 0.911  0.37
O1 1.786 -0.386 0.619  0.09
C1 2.539 -0.010 -0.386  -0.82
O2 2.542 1.178 -0.777  -0.02
O3 3.293 -0.830 -0.974  0.06
H1 1.997 -1.330 0.671  -0.08
F1 3.808 2.726 4.244  0.09
C2 2.478 2.585 4.266  -0.28
C3 1.778 2.984 5.382  0.00
C4 0.389 2.802 5.407  -0.07
C5 -0.270 2.188 4.362  -0.08
C6 0.470 1.666 3.288  -0.06
C7 1.834 1.939 3.243  -0.01
H2 2.280 3.372 6.258  0.12
H3 -0.170 3.189 6.248  0.11
H4 -1.321 1.957 4.485  0.10
H5 -0.026 1.071 2.536  0.08
H6 2.343 1.568 2.361  0.10
F2 1.174 -1.087 -2.772  -0.03
C8 0.171 -1.994 -2.729  -0.25
C9 -0.199 -2.700 -3.864  0.00
C10 -1.253 -3.591 -3.802  -0.05
C11 -1.919 -3.748 -2.574  -0.05
C12 -1.552 -3.010 -1.457  -0.06
C13 -0.453 -2.181 -1.510  -0.02
H7 0.322 -2.583 -4.807  0.12
H8 -1.581 -4.206 -4.625  0.11
H9 -2.778 -4.403 -2.513  0.11
H10 -2.136 -3.144 -0.557  0.12
H11 -0.062 -1.631 -0.664  0.11
F3 0.405 1.722 -2.730  -0.02
C14 -0.676 1.293 -2.057  -0.27
C15 -0.732 1.383 -0.660  0.00
C16 -1.806 0.798 -0.009  -0.08
C17 -2.895 0.302 -0.709  -0.07
C18 -2.878 0.368 -2.099  -0.07
C19 -1.789 0.891 -2.778  -0.01
H12 0.067 1.810 -0.069  0.11
H13 -1.851 0.773 1.073  0.10
H14 -3.729 -0.124 -0.170  0.11
H15 -3.714 -0.045 -2.648  0.11
H16 -1.738 0.885 -3.859  0.13

Atomic forces in eV per Å
In -0.28 -0.05 0.71
Br 0.31 0.60 -0.79
O 0.02 0.08 -0.20
C -0.31 1.68 0.10
O 0.15 -0.54 -0.47
O 0.40 -1.37 0.07
H -0.40 -0.41 0.81
F 0.00 0.08 -0.21
C -0.03 -0.10 0.74
C -0.75 0.07 0.48
C 0.79 0.66 0.12
C 0.11 -1.11 -0.31
C -0.17 1.03 1.14
C -0.63 -1.06 -1.72
H 0.12 0.19 -0.17
H 0.01 -0.16 0.09
H -0.07 0.18 -0.25
H 0.18 0.05 -0.21
H 0.46 0.13 0.24
F 0.27 0.00 -0.34
C -0.49 -0.59 0.09
C 0.26 0.05 -0.77
C -0.27 -0.16 1.31
C -0.23 0.32 -0.49
C -0.18 -0.63 0.01
C 0.35 0.57 0.09
H 0.13 0.22 0.12
H 0.23 0.20 -0.28
H 0.06 -0.08 0.00
H 0.22 0.12 0.16
H -0.31 0.02 0.07
F 0.49 0.24 -0.25
C -1.31 0.43 1.10
C 0.57 -0.58 -0.33
C -0.47 0.29 0.15
C 0.40 0.03 -0.28
C -0.31 -0.20 0.10
C 0.46 -0.58 -0.13
H 0.20 0.05 -0.24
H 0.18 0.14 0.00
H -0.07 -0.02 -0.10
H 0.00 0.17 -0.12
H -0.09 0.06 -0.02

Properties
HOMO level ... -0.417 Eh
Total charge ... +1
Lowest unoccupied orbital energy ... -9.20 eV
HOMO-LUMO gap ... 2.150 eV

=====

DFT (the ωB97M-V functional and the def2-TZVPD basis) results for C19H16CdN4S2 as an isolated structure in a non-equilibrium geometry.

Each line ends with the Löwdin charge.
Geometry (Å):
Cd1 -0.778 -0.681 0.466  1.24
C1 -4.632 -2.233 -3.572  -0.41
S1 -4.441 -3.049 -1.953  0.76
C2 -2.939 -2.214 -1.459  -1.21
S2 -3.003 -0.556 -1.135  0.44
N1 -1.873 -2.948 -1.531  -0.12
N2 -0.718 -2.456 -1.123  -0.12
C3 0.372 -2.804 -1.714  -0.09
C4 1.622 -2.194 -1.332  -0.27
C5 2.833 -2.625 -1.894  -0.02
C6 3.999 -1.964 -1.569  -0.06
C7 3.936 -0.888 -0.693  -0.05
C8 2.698 -0.528 -0.181  -0.14
N3 1.574 -1.153 -0.483  0.04
H1 -5.608 -2.502 -3.961  0.03
H2 -3.852 -2.607 -4.231  0.03
H3 -4.558 -1.157 -3.445  0.01
H4 0.352 -3.511 -2.544  0.13
H5 2.847 -3.458 -2.580  0.11
H6 4.944 -2.275 -1.988  0.11
H7 4.825 -0.343 -0.421  0.10
H8 2.595 0.315 0.494  0.11
C9 0.569 3.399 -1.377  -0.06
C10 0.729 4.179 -0.241  -0.06
C11 0.464 3.630 0.999  -0.01
C12 0.039 2.297 1.097  -0.24
N4 -0.124 1.573 -0.018  0.00
C13 0.130 2.098 -1.204  -0.15
C14 -0.219 1.622 2.388  -0.24
C15 -0.099 2.326 3.590  -0.05
C16 -0.295 1.696 4.802  -0.10
C17 -0.622 0.352 4.832  -0.10
C18 -0.762 -0.348 3.643  -0.17
C19 -0.567 0.256 2.404  -0.22
H9 0.773 3.790 -2.361  0.10
H10 1.058 5.206 -0.321  0.11
H11 0.591 4.242 1.878  0.10
H12 -0.024 1.437 -2.051  0.11
H13 0.149 3.376 3.596  0.09
H14 -0.190 2.253 5.721  0.10
H15 -0.768 -0.150 5.778  0.10
H16 -1.030 -1.399 3.692  0.08

Atomic forces in eV per Å
Cd -0.24 0.09 -0.51
C 0.19 -0.17 0.37
S -0.12 -0.05 -0.09
C 0.25 0.18 -0.44
S 0.38 0.51 0.59
N -0.55 -1.68 -0.53
N 1.06 0.96 0.49
C -1.38 -0.24 -0.05
C 1.07 0.43 0.17
C -0.48 0.05 0.12
C -0.02 0.26 0.26
C -0.04 -0.17 -0.12
C 0.18 0.17 0.15
N -0.24 -0.36 -0.25
H -0.08 -0.02 0.00
H -0.02 0.09 -0.13
H -0.05 0.04 -0.05
H -0.06 0.05 0.11
H -0.08 -0.09 -0.05
H 0.07 -0.04 -0.05
H 0.05 0.10 0.06
H 0.04 0.02 0.06
C -0.04 -0.07 0.08
C -0.06 -0.16 -0.02
C -0.06 -0.13 -0.05
C 0.14 0.44 -0.27
N 0.07 -0.01 0.28
C 0.11 0.22 -0.42
C -0.13 -0.45 0.38
C 0.01 0.00 -0.20
C 0.01 0.03 0.07
C -0.02 -0.10 0.00
C -0.01 -0.08 0.03
C 0.05 -0.05 -0.09
H -0.01 0.00 -0.11
H 0.02 0.05 0.00
H 0.00 -0.05 0.06
H -0.02 0.05 -0.03
H 0.03 0.09 0.00
H 0.00 0.06 0.09
H -0.03 -0.03 0.08
H 0.01 0.06 0.01

Properties
Relative energy (zero: lowest compared OMol25 entry of this formula, charge and spin) ... 0.000 eV
HOMO level ... -0.284 Eh
Total charge ... 0
Lowest unoccupied orbital energy ... -0.66 eV
HOMO-LUMO gap ... 7.079 eV